(1)
{
  "formula": "C9H14Br28Cl2GaNO2P3",
  "method": "wB97M-V/def2-TZVPD",
  "multiplicity": 1,
  "homo_ev": -4.87,
  "lumo_energy_ev": 0.942,
  "total_charge": -1,
  "energy_ha": -76498.28461,
  "elements": ["N", "P", "Ga", "Br", "P", "O", "Cl", "P", "O", "Cl", "H", "H", "H", "H", "H", "C", "Br", "Br", "Br", "H", "C", "Br", "Br", "Br", "H", "C", "Br", "Br", "Br", "H", "C", "Br", "Br", "Br", "H", "C", "Br", "Br", "Br", "H", "C", "Br", "Br", "Br", "H", "C", "Br", "Br", "Br", "H", "C", "Br", "Br", "Br", "H", "C", "Br", "Br", "Br", "H"],
  "coordinates": [[7.293, 2.052, 1.809], [7.141, 1.442, 0.335], [5.053, 1.922, -0.625], [5.270, 1.868, -3.007], [4.231, 4.099, -0.162], [5.459, 5.083, 0.356], [3.010, 3.969, 1.537], [3.462, 0.296, 0.062], [3.788, 0.156, 1.704], [1.645, 1.277, -0.144], [6.443, 2.562, 2.034], [7.302, 0.035, 0.400], [8.172, 1.855, -0.538], [5.706, 4.829, 1.256], [4.755, 0.116, 1.784], [-0.146, 3.269, -3.163], [-1.152, 1.739, -3.735], [1.710, 2.836, -3.037], [-0.465, 4.816, -4.278], [-0.498, 3.519, -2.171], [-4.496, 0.091, -5.875], [-6.174, 0.359, -4.976], [-3.679, 1.754, -6.362], [-3.312, -1.007, -4.825], [-4.707, -0.447, -6.788], [0.449, 7.404, -1.550], [-1.277, 7.572, -0.702], [1.227, 9.133, -1.901], [1.632, 6.270, -0.560], [0.279, 6.935, -2.509], [0.348, -2.933, 1.328], [1.930, -1.872, 0.990], [0.707, -4.468, 2.443], [-1.082, -1.867, 2.069], [-0.001, -3.305, 0.375], [0.615, -2.155, -4.745], [0.664, -1.193, -3.089], [1.446, -1.156, -6.161], [1.373, -3.919, -4.577], [-0.423, -2.283, -5.017], [1.721, 1.172, 5.195], [0.785, 0.836, 3.556], [1.269, -0.137, 6.541], [3.621, 1.292, 4.941], [1.391, 2.131, 5.566], [-0.596, -5.883, 6.341], [0.732, -6.736, 5.239], [-1.009, -4.110, 5.741], [-2.184, -6.965, 6.498], [-0.174, -5.792, 7.332], [-5.172, -4.209, 5.512], [-5.221, -5.322, 3.948], [-4.815, -2.376, 5.068], [-6.774, -4.389, 6.565], [-4.348, -4.555, 6.122], [-8.603, -3.001, -4.449], [-10.191, -3.907, -5.046], [-8.316, -3.233, -2.565], [-7.063, -3.525, -5.468], [-8.753, -1.945, -4.622]]
}



(2)
{
  "formula": "C9H14ClI2NOPSV",
  "method": "wB97M-V/def2-TZVPD",
  "multiplicity": 2,
  "homo_ev": [-18.64, -18.63],
  "s2": 0.76,
  "lumo_energy_ev": [-11.682, -13.525],
  "total_charge": 3,
  "energy_ha": -3219.39497,
  "relative_energy_ev": 0.000,
  "elements": ["I", "I", "V", "P", "C", "C", "H", "H", "H", "C", "H", "H", "H", "H", "H", "H", "C", "O", "Cl", "S", "C", "N", "C", "C", "C", "C", "H", "H", "H", "H", "H"],
  "coordinates": [[-4.189, -3.385, -3.456], [-4.000, -1.019, -4.751], [0.173, 0.119, -0.074], [1.824, -1.144, -1.148], [1.471, -2.029, -2.669], [2.979, 0.183, -1.557], [3.090, -1.820, 0.802], [3.707, -2.604, -0.698], [2.196, -3.181, 0.084], [2.806, -2.297, -0.146], [3.270, 0.720, -0.642], [3.863, -0.269, -2.029], [2.408, -2.367, -3.139], [0.928, -1.373, -3.364], [2.495, 0.888, -2.247], [0.834, -2.899, -2.453], [-1.023, -0.976, -0.955], [-1.819, -1.525, -1.626], [1.289, -0.041, 1.895], [-0.497, 2.260, -0.402], [-1.321, 1.979, 1.116], [-0.808, 2.793, 2.099], [-1.336, 2.902, 3.350], [-2.451, 2.144, 3.667], [-3.015, 1.298, 2.708], [-2.460, 1.217, 1.428], [0.039, 3.324, 1.872], [-0.815, 3.596, 4.018], [-2.853, 2.213, 4.670], [-3.900, 0.714, 2.987], [-2.885, 0.579, 0.657]]
}



(3)
{
  "formula": "C9H14ClI2NOPSn",
  "method": "wB97M-V/def2-TZVPD",
  "multiplicity": 1,
  "homo_ev": [-18.11, -18.12],
  "lumo_energy_ev": [-13.414, -13.594],
  "total_charge": 3,
  "energy_ha": -2091.46085,
  "relative_energy_ev": 0.000,
  "elements": ["I", "I", "Sn", "P", "C", "C", "H", "H", "H", "C", "H", "H", "H", "H", "H", "H", "C", "O", "Cl", "C", "C", "C", "N", "C", "C", "H", "H", "H", "H", "H"],
  "coordinates": [[6.502, 1.094, -1.916], [6.216, -1.571, -1.851], [-0.111, -0.736, 0.025], [-0.989, 0.040, -2.350], [0.296, 0.056, -3.652], [-2.038, -1.363, -2.849], [-2.830, 1.563, -2.011], [-2.500, 1.297, -3.767], [-1.400, 2.348, -2.786], [-2.042, 1.453, -2.771], [-2.836, -1.508, -2.105], [-2.484, -1.150, -3.836], [-0.147, 0.067, -4.663], [0.919, -0.843, -3.534], [-1.401, -2.258, -2.903], [0.908, 0.959, -3.505], [2.311, 0.241, -0.489], [3.444, 0.133, -0.603], [-2.254, 0.210, 0.663], [0.015, 0.021, 5.277], [0.123, 1.215, 4.552], [0.159, 1.142, 3.156], [0.182, -0.032, 2.511], [0.021, -1.181, 3.203], [-0.033, -1.201, 4.600], [-0.075, 0.046, 6.358], [0.143, 2.197, 5.021], [0.154, 2.029, 2.512], [-0.104, -2.102, 2.607], [-0.147, -2.163, 5.105]]
}



(4)
{
  "formula": "C9H14ClInNO4",
  "method": "wB97M-V/def2-TZVPD",
  "multiplicity": 1,
  "homo_ev": -4.25,
  "lumo_energy_ev": 0.761,
  "total_charge": -1,
  "energy_ha": -1357.29868,
  "elements": ["C", "C", "Cl", "C", "In", "N", "H", "H", "H", "H", "H", "H", "H", "H", "H", "H", "C", "C", "C", "O", "C", "C", "C", "O", "O", "O", "H", "H", "H", "H"],
  "coordinates": [[3.423, 0.322, -2.840], [2.905, 1.821, -2.322], [2.919, 1.973, -0.456], [1.499, 2.303, -3.018], [-0.300, 1.008, -2.555], [-0.081, -1.059, -3.052], [4.597, 0.324, -2.639], [3.229, 0.192, -3.993], [2.974, -0.546, -2.180], [3.741, 2.576, -2.715], [1.650, 2.403, -4.174], [1.250, 3.394, -2.602], [-1.660, 1.640, -3.605], [-0.882, 1.200, -0.833], [0.255, -1.126, -4.038], [0.517, -1.590, -2.381], [-0.609, -0.357, 3.007], [-1.154, -0.513, 4.215], [-2.440, -1.241, 4.395], [-2.907, -1.386, 5.519], [-3.111, -1.762, 3.193], [-2.568, -1.603, 1.985], [-1.268, -0.899, 1.809], [-0.784, -0.783, 0.688], [-3.194, -2.087, 0.852], [-0.541, -0.004, 5.346], [0.327, 0.169, 2.862], [-4.054, -2.274, 3.336], [-2.603, -1.848, 0.105], [-1.129, -0.249, 6.093]]
}



(5)
{
  "formula": "C9H14N",
  "method": "wB97M-V/def2-TZVPD",
  "multiplicity": 1,
  "homo_ev": -12.73,
  "lumo_energy_ev": -3.524,
  "total_charge": 1,
  "smiles": "C[C@]12C=CC=C[C@H]1[NH2+]CC2",
  "energy_ha": -405.76148,
  "relative_energy_ev": 2.487,
  "elements": ["C", "C", "C", "C", "C", "C", "C", "N", "C", "C", "H", "H", "H", "H", "H", "H", "H", "H", "H", "H", "H", "H", "H", "H"],
  "coordinates": [[0.308, 1.908, 1.104], [0.254, 0.667, 0.131], [-0.778, 1.040, -0.940], [-1.950, 0.408, -1.058], [-2.346, -0.633, -0.177], [-1.601, -1.143, 0.784], [-0.164, -0.658, 0.895], [0.861, -1.572, 0.305], [1.513, -0.977, -0.935], [1.587, 0.416, -0.573], [1.219, 1.859, 1.777], [-0.658, 1.795, 1.709], [0.176, 2.942, 0.532], [-0.320, 1.794, -1.496], [-2.650, 0.898, -1.706], [-3.204, -1.160, -0.488], [-1.897, -1.960, 1.527], [0.111, -0.737, 1.975], [0.619, -2.436, -0.010], [1.653, -1.628, 1.040], [0.648, -0.967, -1.718], [2.326, -1.654, -1.118], [2.509, 0.771, -0.036], [1.785, 1.025, -1.524]]
}



(6)
{
  "formula": "C9H14N2O",
  "method": "wB97M-V/def2-TZVPD",
  "multiplicity": 1,
  "homo_ev": -9.13,
  "lumo_energy_ev": 0.370,
  "total_charge": 0,
  "smiles": "C#CC(=C)C=C.CCNNC=O",
  "energy_ha": -535.94548,
  "relative_energy_ev": 3.762,
  "elements": ["C", "C", "C", "C", "C", "C", "H", "H", "H", "H", "H", "H", "C", "C", "N", "N", "C", "O", "H", "H", "H", "H", "H", "H", "H", "H"],
  "coordinates": [[1.933, -1.363, 0.268], [1.475, -0.772, -0.685], [0.974, 0.009, -1.779], [0.105, -0.511, -2.647], [1.416, 1.419, -1.873], [2.318, 1.936, -1.050], [2.479, -1.841, 1.078], [-0.171, -1.548, -2.586], [-0.386, 0.080, -3.426], [0.979, 2.012, -2.680], [2.629, 2.976, -1.111], [2.776, 1.358, -0.245], [-3.370, 0.266, -0.654], [-2.566, 0.200, 0.652], [-1.468, -0.773, 0.604], [-0.692, -0.848, 1.785], [0.188, 0.129, 2.172], [1.193, -0.032, 2.841], [-4.164, 1.017, -0.577], [-2.713, 0.517, -1.503], [-3.805, -0.715, -0.864], [-3.236, -0.102, 1.462], [-2.197, 1.201, 0.921], [-0.851, -0.553, -0.183], [-0.464, -1.784, 2.088], [-0.133, 1.114, 1.753]]
}



(7)
{
  "formula": "C9H14N2O2S",
  "method": "wB97M-V/def2-TZVPD",
  "multiplicity": 1,
  "homo_ev": -8.95,
  "lumo_energy_ev": -0.156,
  "total_charge": 0,
  "smiles": "COC(C[C@H]1S[C@H]1/N=C(/C)C#N)OC",
  "energy_ha": -1009.43903,
  "relative_energy_ev": 3.311,
  "elements": ["C", "O", "C", "C", "C", "S", "C", "N", "C", "C", "C", "N", "O", "C", "H", "H", "H", "H", "H", "H", "H", "H", "H", "H", "H", "H", "H", "H"],
  "coordinates": [[1.239, -1.926, 2.621], [1.149, -1.523, 1.269], [1.003, -0.145, 1.082], [0.577, 0.040, -0.383], [0.347, 1.489, -0.717], [0.200, 1.949, -2.455], [-1.020, 2.013, -1.055], [-2.172, 1.289, -0.927], [-2.584, 0.223, -1.479], [-3.903, -0.347, -1.060], [-1.910, -0.519, -2.504], [-1.402, -1.171, -3.299], [2.146, 0.582, 1.438], [3.312, 0.323, 0.674], [2.121, -1.495, 3.105], [1.319, -3.012, 2.605], [0.340, -1.626, 3.172], [0.226, 0.257, 1.757], [1.364, -0.375, -1.015], [-0.318, -0.563, -0.550], [0.973, 2.164, -0.137], [-1.202, 3.042, -0.754], [-4.513, -0.564, -1.935], [-4.412, 0.364, -0.414], [-3.754, -1.279, -0.514], [3.497, -0.750, 0.580], [4.131, 0.790, 1.217], [3.246, 0.768, -0.323]]
}



(8)
{
  "formula": "C9H14N2PPdS",
  "method": "wB97M-V/def2-TZVPD",
  "multiplicity": 5,
  "homo_ev": [-7.53, -12.15],
  "s2": 6.02,
  "lumo_energy_ev": [-2.406, -5.902],
  "total_charge": 1,
  "energy_ha": -1327.83768,
  "relative_energy_ev": 0.000,
  "elements": ["C", "C", "C", "C", "C", "Pd", "P", "H", "H", "H", "H", "H", "H", "H", "H", "C", "N", "C", "C", "N", "C", "S", "H", "H", "H", "H", "H", "H"],
  "coordinates": [[-0.985, -3.404, -0.746], [0.255, -3.247, -1.461], [0.098, -2.156, -2.385], [-1.250, -1.682, -2.297], [-1.910, -2.416, -1.256], [-0.172, -1.457, -0.133], [0.442, -1.630, 2.053], [-1.199, -4.140, 0.022], [1.142, -3.862, -1.332], [0.879, -1.748, -3.023], [-2.927, -2.241, -0.912], [-1.724, -0.905, -2.893], [1.592, -0.896, 2.484], [0.820, -2.977, 2.354], [-0.560, -1.378, 3.057], [1.269, 3.373, -0.966], [0.623, 2.842, 0.228], [0.704, 3.314, 1.525], [-0.069, 2.505, 2.291], [-0.602, 1.546, 1.455], [-0.170, 1.745, 0.173], [-0.387, 0.870, -1.241], [1.936, 2.626, -1.428], [0.516, 3.653, -1.720], [1.833, 4.250, -0.633], [1.315, 4.176, 1.730], [-0.284, 2.476, 3.337], [-1.184, 0.763, 1.718]]
}



(9)
{
  "formula": "C9H14N2S2",
  "method": "wB97M-V/def2-TZVPD",
  "multiplicity": 1,
  "homo_ev": -8.52,
  "lumo_energy_ev": -0.139,
  "total_charge": 0,
  "smiles": "C[C@H]1[C@H](C)C(C(=S)S)=NN=C[C@@H]1C",
  "energy_ha": -1257.07303,
  "relative_energy_ev": 4.266,
  "elements": ["C", "C", "C", "C", "C", "C", "S", "S", "N", "N", "C", "C", "C", "H", "H", "H", "H", "H", "H", "H", "H", "H", "H", "H", "H", "H", "H"],
  "coordinates": [[-0.806, 1.629, 1.011], [-0.777, 0.527, -0.040], [0.582, 0.438, -0.920], [0.392, -0.257, -2.311], [1.591, -0.314, -0.131], [3.184, 0.239, 0.280], [4.445, -0.659, 0.536], [2.988, 1.932, 0.477], [1.481, -1.426, 0.393], [0.555, -2.293, 0.025], [-0.682, -2.108, 0.108], [-1.148, -0.778, 0.742], [-2.722, -0.618, 0.916], [0.137, 1.772, 1.525], [-1.488, 1.587, 1.849], [-1.130, 2.618, 0.576], [-1.535, 0.689, -0.798], [0.963, 1.443, -1.102], [-0.541, -0.458, -2.750], [0.912, -1.196, -2.558], [0.724, 0.467, -3.083], [4.189, 2.043, 0.896], [-1.499, -2.721, -0.258], [-0.606, -0.856, 1.793], [-3.031, -0.928, 1.897], [-3.163, -1.197, 0.132], [-3.011, 0.426, 0.794]]
}



(10)
{
  "formula": "C9H14N4O8P2PtS",
  "method": "wB97M-V/def2-TZVPD",
  "multiplicity": 1,
  "homo_ev": [-6.78, -6.77],
  "lumo_energy_ev": [-1.180, -1.179],
  "total_charge": 0,
  "energy_ha": -2372.10171,
  "relative_energy_ev": 15.151,
  "elements": ["Pt", "N", "C", "S", "N", "N", "C", "C", "C", "C", "C", "C", "N", "H", "H", "H", "H", "H", "H", "H", "C", "C", "O", "P", "O", "O", "O", "P", "O", "O", "O", "H", "H", "H", "H", "H", "H", "H", "O"],
  "coordinates": [[-0.076, -0.550, 0.507], [-2.309, 3.075, 2.211], [-1.436, 2.074, 1.974], [-2.019, 0.726, 1.180], [-0.228, 1.985, 2.388], [0.355, 0.757, 1.963], [1.151, 0.456, 2.932], [2.155, -0.431, 2.485], [3.248, -0.901, 3.183], [4.201, -1.589, 2.439], [4.005, -1.752, 1.065], [2.865, -1.206, 0.486], [1.938, -0.519, 1.177], [-3.236, 2.685, 2.093], [-2.141, 3.480, 3.117], [1.181, 0.921, 3.929], [3.370, -0.707, 4.240], [5.096, -1.977, 2.914], [4.727, -2.281, 0.454], [2.663, -1.297, -0.577], [-1.408, 1.299, -3.544], [-1.145, 0.546, -2.275], [-0.311, 1.274, -1.345], [-0.511, -1.180, -2.390], [0.868, -1.140, -3.221], [-1.479, -1.959, -3.421], [-0.395, -1.824, -1.043], [-2.640, -0.068, -1.312], [-3.342, 1.278, -0.777], [-3.562, -0.769, -2.281], [-2.004, -0.789, -0.153], [-0.470, 1.516, -4.064], [-1.895, 2.255, -3.331], [-2.051, 0.728, -4.220], [-0.427, 0.743, -0.518], [1.275, -2.024, -3.185], [-2.432, -1.786, -3.153], [-4.061, 1.006, -0.181], [0.479, -2.055, 0.250]]
}



(11)
{
  "formula": "C9H14N6",
  "method": "wB97M-V/def2-TZVPD",
  "multiplicity": 1,
  "homo_ev": -9.49,
  "lumo_energy_ev": -0.705,
  "total_charge": 0,
  "smiles": "CCCCCC[C@H]1N=N/C1=N\\N=c1nn1",
  "energy_ha": -679.57212,
  "relative_energy_ev": 7.169,
  "elements": ["C", "C", "C", "C", "C", "C", "C", "N", "N", "C", "N", "N", "C", "N", "N", "H", "H", "H", "H", "H", "H", "H", "H", "H", "H", "H", "H", "H", "H"],
  "coordinates": [[-3.003, 0.423, -2.450], [-1.967, 0.088, -1.340], [-1.911, 1.336, -0.367], [-0.492, 1.519, 0.291], [-0.325, 0.587, 1.419], [1.016, 0.844, 2.137], [2.262, 0.605, 1.395], [3.423, 0.036, 2.133], [3.416, -1.082, 1.580], [2.353, -0.679, 0.609], [2.069, -1.096, -0.547], [2.486, -2.146, -1.140], [2.350, -3.355, -0.851], [1.498, -4.389, -0.352], [2.297, -4.655, -1.307], [-3.547, -0.422, -2.825], [-3.748, 1.214, -2.251], [-2.398, 0.824, -3.214], [-1.074, -0.097, -1.834], [-2.406, -0.791, -0.849], [-2.225, 2.287, -0.676], [-2.651, 1.043, 0.389], [-0.599, 2.518, 0.620], [0.251, 1.352, -0.396], [-0.305, -0.450, 1.215], [-1.287, 0.834, 2.038], [1.018, 1.935, 2.576], [0.960, 0.194, 3.088], [2.536, 1.521, 0.910]]
}



(12)
{
  "formula": "C9H14NO2P",
  "method": "wB97M-V/def2-TZVPD",
  "multiplicity": 1,
  "homo_ev": [-7.20, -7.20],
  "lumo_energy_ev": [-0.564, -0.564],
  "total_charge": 0,
  "energy_ha": -897.72290,
  "relative_energy_ev": 5.327,
  "elements": ["C", "C", "C", "C", "C", "C", "C", "C", "C", "N", "O", "O", "P", "H", "H", "H", "H", "H", "H", "H", "H", "H", "H", "H", "H", "H", "H"],
  "coordinates": [[-3.375, 1.153, -0.602], [-4.413, 0.398, -0.109], [-1.975, 0.958, -0.337], [-4.299, -0.972, 0.215], [2.710, -0.665, -0.441], [1.932, -1.594, 0.488], [1.846, 0.664, -0.929], [1.318, -0.657, 1.569], [1.292, 1.365, 0.271], [0.517, 0.374, 0.994], [-1.290, 1.667, -1.274], [-5.046, -1.587, 1.072], [-1.182, 0.216, 1.036], [-3.425, 2.082, -1.199], [-5.368, 0.835, -0.216], [3.678, -0.413, 0.096], [2.944, -1.145, -1.366], [1.222, -2.252, -0.091], [2.780, -2.149, 0.932], [2.472, 1.223, -1.661], [1.115, 0.262, -1.504], [0.766, -1.102, 2.333], [2.125, -0.030, 1.940], [2.065, 1.636, 0.984], [0.616, 2.136, 0.056], [-1.871, 1.709, -1.995], [-5.644, -1.023, 1.576]]
}



Strongest force on any atom / eV/Å: 1.32 6.82 3.50 3.10 4.27 1.36 1.72 4.51 4.82 14.62 5.19 4.70